The following is a DFT calculation (ωB97M-V/def2-TZVPD) of 2 unconnected molecules or ions with the total composition C9H14 at a distorted geometry.

Relative energy (zero: lowest compared OMol25 entry of this formula, charge and spin) in kJ/mol: 178.92
Strongest force on any atom in hartree/bohr: 0.0963
HOMO level (spin up / spin down) in eV: 1.12 / -4.12
Net charge: -1
Multiplicity: 2

Each atom is followed by the atoms it is bonded to, with distances in Å.
Atoms and positions in Å:
1 C -1.500 3.129 0.691  C3 1.497, H10 1.117, H11 1.067, H15 1.053
2 C -0.315 1.873 2.569  C3 1.422, C4 1.321, H8 1.112
3 C -0.715 1.963 1.208  C1 1.497, C2 1.422, C6 1.376
4 C 0.524 0.941 2.985  C2 1.321, C5 1.416, H9 1.200
5 C 1.188 0.171 1.998  C4 1.416, C7 1.392, H12 1.023
6 C -0.313 0.987 0.325  C3 1.376, C7 1.453, H13 1.155
7 C 0.702 0.019 0.703  C5 1.392, C6 1.453, H14 1.105
8 H -0.945 2.585 3.145  C2 1.112
9 H 0.617 0.601 4.132  C4 1.200
10 H -2.364 2.636 0.183  C1 1.117
11 H -0.860 3.836 0.211  C1 1.067
12 H 1.983 -0.393 2.308  C5 1.023
13 H -0.299 0.963 -0.829  C6 1.155
14 H 1.137 -0.651 -0.061  C7 1.105
15 H -2.049 3.563 1.478  C1 1.053
16 C 1.130 -2.589 -2.677  C17 1.498, H18 1.064, H19 1.086, H20 1.053
17 C -0.324 -2.904 -2.504  C16 1.498, H21 1.072, H22 1.088, H23 1.064
18 H 1.793 -2.987 -1.946  C16 1.064
19 H 1.328 -3.107 -3.612  C16 1.086
20 H 1.345 -1.559 -2.678  C16 1.053
21 H -0.893 -2.484 -3.310  C17 1.072
22 H -0.367 -3.968 -2.725  C17 1.088
23 H -0.802 -2.624 -1.595  C17 1.064

---

The following is a DFT calculation (ωB97M-V/def2-TZVPD) of 2 unconnected molecules or ions with the total composition C9H14 at a distorted geometry.

Relative energy (zero: lowest compared OMol25 entry of this formula, charge and spin) in kJ/mol: 346.47
Strongest force on any atom in hartree/bohr: 0.1130
HOMO level in eV: -8.63
Net charge: 0
Structure (SMILES): Cc1ccccc1.CC

Each atom is followed by the atoms it is bonded to, with distances in Å.
Atoms and positions in Å:
1 C -3.283 -0.566 0.356  C2 1.523, H8 1.129, H9 1.082, H10 1.148
2 C -1.890 0.039 0.249  C1 1.523, C3 1.428, C7 1.398
3 C -1.563 1.261 0.911  C2 1.428, C4 1.360, H11 1.177
4 C -0.751 2.202 0.360  C3 1.360, C5 1.506, H12 1.115
5 C -0.107 1.852 -0.956  C4 1.506, C6 1.330, H13 1.198
6 C -0.132 0.590 -1.375  C5 1.330, C7 1.443, H14 1.091
7 C -1.065 -0.355 -0.808  C2 1.398, C6 1.443, H15 1.006
8 H -3.349 -0.951 -0.704  C1 1.129
9 H -4.128 0.109 0.368  C1 1.082
10 H -3.013 -1.285 1.209  C1 1.148
11 H -1.776 1.545 2.033  C3 1.177
12 H -0.417 3.175 0.791  C4 1.115
13 H 0.591 2.755 -1.316  C5 1.198
14 H 0.574 0.206 -2.112  C6 1.091
15 H -1.090 -1.332 -1.044  C7 1.006
16 C 3.258 -1.575 -0.101  C17 1.609, H18 1.208, H19 1.099, H20 1.190
17 C 2.140 -0.747 0.708  C16 1.609, H21 1.129, H22 1.065, H23 1.122
18 H 3.360 -0.848 -1.061  C16 1.208
19 H 4.130 -1.745 0.546  C16 1.099
20 H 2.694 -2.514 -0.565  C16 1.190
21 H 2.620 0.254 0.914  C17 1.129
22 H 1.867 -1.167 1.648  C17 1.065
23 H 1.329 -0.903 -0.051  C17 1.122

---

The following is a DFT calculation (ωB97M-V/def2-TZVPD) of 2 unconnected molecules or ions with the total composition C9H14 at a distorted geometry.

Relative energy (zero: lowest compared OMol25 entry of this formula, charge and spin) in kJ/mol: 33.46
Strongest force on any atom in hartree/bohr: 0.0267
HOMO level in eV: -9.03
Net charge: 0
Structure (SMILES): Cc1ccccc1.CC

Each atom is followed by the atoms it is bonded to, with distances in Å.
Atoms and positions in Å:
1 C 1.050 1.547 0.306  C2 1.510, H8 1.097, H9 1.089, H10 1.086
2 C -0.416 1.256 0.520  C1 1.510, C3 1.392, C7 1.388
3 C -1.308 1.443 -0.532  C2 1.392, C4 1.393, H11 1.085
4 C -2.667 1.180 -0.377  C3 1.393, C5 1.394, H12 1.081
5 C -3.147 0.819 0.881  C4 1.394, C6 1.381, H13 1.082
6 C -2.264 0.569 1.913  C5 1.381, C7 1.395, H14 1.081
7 C -0.894 0.743 1.719  C2 1.388, C6 1.395, H15 1.084
8 H 1.189 2.087 -0.638  C1 1.097
9 H 1.589 0.620 0.114  C1 1.089
10 H 1.494 2.155 1.087  C1 1.086
11 H -0.975 1.737 -1.522  C3 1.085
12 H -3.309 1.174 -1.247  C4 1.081
13 H -4.224 0.797 0.990  C5 1.082
14 H -2.645 0.300 2.888  C6 1.081
15 H -0.255 0.660 2.591  C7 1.084
16 C 1.503 -1.776 -0.758  C17 1.532, H18 1.089, H19 1.096, H20 1.083
17 C 2.698 -2.450 -1.440  C16 1.532, H21 1.092, H22 1.087, H23 1.089
18 H 0.952 -1.122 -1.432  C16 1.089
19 H 0.780 -2.553 -0.489  C16 1.096
20 H 1.823 -1.325 0.173  C16 1.083
21 H 3.068 -3.244 -0.788  C17 1.092
22 H 2.447 -2.877 -2.408  C17 1.087
23 H 3.514 -1.738 -1.552  C17 1.089

---

The following is a DFT calculation (ωB97M-V/def2-TZVPD) of 2 unconnected molecules or ions with the total composition C9H14 at a distorted geometry.

Relative energy (zero: lowest compared OMol25 entry of this formula, charge and spin) in kJ/mol: 43.18
Strongest force on any atom in hartree/bohr: 0.0293
HOMO level in eV: -9.03
Net charge: 0
Structure (SMILES): Cc1ccccc1.CC

Each atom is followed by the atoms it is bonded to, with distances in Å.
Atoms and positions in Å:
1 C 1.073 1.072 -1.424  C2 1.501, H8 1.089, H9 1.090, H10 1.088
2 C 1.267 -0.347 -0.977  C1 1.501, C3 1.388, C7 1.402
3 C 2.025 -0.646 0.147  C2 1.388, C4 1.388, H11 1.083
4 C 2.175 -1.949 0.602  C3 1.388, C5 1.387, H12 1.083
5 C 1.461 -2.954 -0.034  C4 1.387, C6 1.397, H13 1.084
6 C 0.602 -2.660 -1.096  C5 1.397, C7 1.382, H14 1.082
7 C 0.476 -1.357 -1.542  C2 1.402, C6 1.382, H15 1.083
8 H 0.065 1.466 -1.542  C1 1.089
9 H 1.581 1.307 -2.359  C1 1.090
10 H 1.560 1.707 -0.686  C1 1.088
11 H 2.523 0.188 0.625  C3 1.083
12 H 2.638 -2.188 1.551  C4 1.083
13 H 1.593 -3.992 0.250  C5 1.084
14 H -0.063 -3.465 -1.378  C6 1.082
15 H -0.220 -1.101 -2.330  C7 1.083
16 C -1.996 1.287 1.657  C17 1.512, H18 1.093, H19 1.095, H20 1.095
17 C -2.677 2.419 0.924  C16 1.512, H21 1.085, H22 1.098, H23 1.095
18 H -1.045 1.558 2.123  C16 1.093
19 H -2.689 0.835 2.375  C16 1.095
20 H -1.769 0.454 0.983  C16 1.095
21 H -2.687 3.309 1.545  C17 1.085
22 H -3.712 2.301 0.575  C17 1.098
23 H -2.180 2.758 0.010  C17 1.095

---

The following is a DFT calculation (ωB97M-V/def2-TZVPD) of 2 unconnected molecules or ions with the total composition C9H14 at a distorted geometry.

Relative energy (zero: lowest compared OMol25 entry of this formula, charge and spin) in kJ/mol: 61.85
Strongest force on any atom in hartree/bohr: 0.0472
HOMO level in eV: -8.99
Net charge: 0
Structure (SMILES): Cc1ccccc1.CC

Each atom is followed by the atoms it is bonded to, with distances in Å.
Atoms and positions in Å:
1 C 0.370 2.653 -1.014  C2 1.510, H8 1.081, H9 1.084, H10 1.093
2 C 1.078 1.537 -0.284  C1 1.510, C3 1.377, C7 1.423
3 C 2.397 1.739 0.058  C2 1.377, C4 1.412, H11 1.089
4 C 3.252 0.759 0.607  C3 1.412, C5 1.365, H12 1.085
5 C 2.724 -0.469 0.886  C4 1.365, C6 1.426, H13 1.080
6 C 1.357 -0.698 0.550  C5 1.426, C7 1.361, H14 1.086
7 C 0.537 0.262 0.041  C2 1.423, C6 1.361, H15 1.083
8 H 0.720 2.634 -2.036  C1 1.081
9 H 0.564 3.543 -0.426  C1 1.084
10 H -0.698 2.424 -1.053  C1 1.093
11 H 2.954 2.634 -0.218  C3 1.089
12 H 4.272 0.897 0.949  C4 1.085
13 H 3.258 -1.294 1.335  C5 1.080
14 H 1.087 -1.726 0.778  C6 1.086
15 H -0.506 0.049 -0.160  C7 1.083
16 C -3.111 -1.808 -0.719  C17 1.494, H18 1.098, H19 1.091, H20 1.092
17 C -2.696 -1.884 0.714  C16 1.494, H21 1.101, H22 1.093, H23 1.085
18 H -3.173 -0.783 -1.106  C16 1.098
19 H -2.413 -2.303 -1.397  C16 1.091
20 H -4.102 -2.224 -0.913  C16 1.092
21 H -2.871 -2.893 1.117  C17 1.101
22 H -3.361 -1.345 1.394  C17 1.093
23 H -1.641 -1.705 0.896  C17 1.085

---

The following is a DFT calculation (ωB97M-V/def2-TZVPD) of 2 unconnected molecules or ions with the total composition C9H14 at a distorted geometry.

Relative energy (zero: lowest compared OMol25 entry of this formula, charge and spin) in kJ/mol: 179.94
Strongest force on any atom in hartree/bohr: 0.0773
HOMO level in eV: -9.10
Net charge: 0
Structure (SMILES): Cc1ccccc1.CC

Each atom is followed by the atoms it is bonded to, with distances in Å.
Atoms and positions in Å:
1 C -1.386 -2.394 -0.807  C2 1.547, H8 1.075, H9 1.108, H10 1.160
2 C -0.675 -1.495 0.232  C1 1.547, C3 1.410, C7 1.415
3 C 0.598 -2.043 0.492  C2 1.410, C4 1.472, H11 1.116
4 C 1.460 -1.220 1.355  C3 1.472, C5 1.386, H12 1.113
5 C 1.087 0.061 1.731  C4 1.386, C6 1.398, H13 1.023
6 C -0.172 0.592 1.434  C5 1.398, C7 1.442, H14 1.075
7 C -1.098 -0.226 0.690  C2 1.415, C6 1.442, H15 1.110
8 H -0.719 -3.081 -1.296  C1 1.075
9 H -1.964 -1.909 -1.618  C1 1.108
10 H -2.094 -3.070 -0.183  C1 1.160
11 H 0.948 -3.020 0.080  C3 1.116
12 H 2.457 -1.699 1.478  C4 1.113
13 H 1.816 0.559 2.249  C5 1.023
14 H -0.502 1.598 1.620  C6 1.075
15 H -2.020 0.371 0.528  C7 1.110
16 C 0.957 2.804 -1.800  C17 1.575, H18 1.146, H19 1.036, H20 1.068
17 C -0.606 2.859 -1.983  C16 1.575, H21 1.059, H22 1.096, H23 1.096
18 H 1.224 3.797 -1.294  C16 1.146
19 H 1.281 2.023 -1.201  C16 1.036
20 H 1.504 2.534 -2.677  C16 1.068
21 H -1.171 3.419 -2.683  C17 1.059
22 H -0.924 1.823 -2.146  C17 1.096
23 H -0.831 3.028 -0.924  C17 1.096

---

The following is a DFT calculation (ωB97M-V/def2-TZVPD) of 2 unconnected molecules or ions with the total composition C9H14 at a distorted geometry.

Relative energy (zero: lowest compared OMol25 entry of this formula, charge and spin) in kJ/mol: 125.14
Strongest force on any atom in hartree/bohr: 0.0618
HOMO level in eV: -8.99
Net charge: 0
Structure (SMILES): Cc1ccccc1.CC

Each atom is followed by the atoms it is bonded to, with distances in Å.
Atoms and positions in Å:
1 C 1.551 0.105 -2.301  C2 1.496, H8 1.100, H9 1.016, H10 1.122
2 C 0.488 0.843 -1.551  C1 1.496, C3 1.412, C7 1.396
3 C -0.239 0.257 -0.491  C2 1.412, C4 1.365, H11 1.038
4 C -0.999 0.935 0.417  C3 1.365, C5 1.419, H12 1.136
5 C -0.934 2.352 0.398  C4 1.419, C6 1.373, H13 1.114
6 C -0.311 2.965 -0.662  C5 1.373, C7 1.414, H14 1.097
7 C 0.392 2.233 -1.646  C2 1.396, C6 1.414, H15 1.155
8 H 2.567 0.517 -2.209  C1 1.100
9 H 1.327 0.032 -3.289  C1 1.016
10 H 1.653 -0.955 -1.949  C1 1.122
11 H -0.379 -0.765 -0.606  C3 1.038
12 H -1.755 0.474 1.128  C4 1.136
13 H -1.534 2.875 1.178  C5 1.114
14 H -0.326 4.057 -0.756  C6 1.097
15 H 0.776 2.918 -2.493  C7 1.155
16 C -0.773 -2.706 1.313  C17 1.558, H18 1.069, H19 1.088, H20 1.136
17 C 0.159 -2.070 2.388  C16 1.558, H21 1.087, H22 1.082, H23 1.148
18 H -0.283 -2.784 0.366  C16 1.069
19 H -1.254 -3.617 1.663  C16 1.088
20 H -1.693 -2.097 1.044  C16 1.136
21 H -0.099 -1.955 3.438  C17 1.087
22 H 0.468 -1.062 2.149  C17 1.082
23 H 1.198 -2.553 2.471  C17 1.148

---

The following is a DFT calculation (ωB97M-V/def2-TZVPD) of 2 unconnected molecules or ions with the total composition C9H14 at a distorted geometry.

Relative energy (zero: lowest compared OMol25 entry of this formula, charge and spin) in kJ/mol: 63.56
Strongest force on any atom in hartree/bohr: 0.0365
HOMO level in eV: -9.02
Net charge: 0
Structure (SMILES): Cc1ccccc1.CC

Each atom is followed by the atoms it is bonded to, with distances in Å.
Atoms and positions in Å:
1 C -1.091 -2.466 0.986  C2 1.490, H8 1.094, H9 1.104, H10 1.073
2 C -1.448 -1.199 0.289  C1 1.490, C3 1.391, C7 1.402
3 C -2.298 -0.241 0.833  C2 1.391, C4 1.384, H11 1.085
4 C -2.543 0.954 0.180  C3 1.384, C5 1.391, H12 1.078
5 C -1.958 1.275 -1.041  C4 1.391, C6 1.388, H13 1.081
6 C -1.109 0.323 -1.586  C5 1.388, C7 1.383, H14 1.086
7 C -0.874 -0.882 -0.950  C2 1.402, C6 1.383, H15 1.085
8 H -0.190 -2.939 0.584  C1 1.094
9 H -1.736 -3.336 0.772  C1 1.104
10 H -1.150 -2.295 2.043  C1 1.073
11 H -2.766 -0.411 1.797  C3 1.085
12 H -3.063 1.739 0.705  C4 1.078
13 H -2.071 2.272 -1.442  C5 1.081
14 H -0.609 0.475 -2.538  C6 1.086
15 H -0.321 -1.681 -1.433  C7 1.085
16 C 3.080 1.287 -0.605  C17 1.544, H18 1.084, H19 1.091, H20 1.097
17 C 2.713 0.757 0.797  C16 1.544, H21 1.088, H22 1.086, H23 1.079
18 H 2.461 1.004 -1.449  C16 1.084
19 H 3.159 2.367 -0.478  C16 1.091
20 H 4.129 1.096 -0.862  C16 1.097
21 H 3.188 -0.153 1.160  C17 1.088
22 H 1.666 0.472 0.756  C17 1.086
23 H 2.832 1.581 1.482  C17 1.079

---

The following is a DFT calculation (ωB97M-V/def2-TZVPD) of a single C9H14 molecule at a distorted geometry.

Relative energy (zero: lowest compared OMol25 entry of this formula, charge and spin) in kJ/mol: 307.26
Strongest force on any atom in hartree/bohr: 0.0578
HOMO level in eV: -8.67
Net charge: 0
Structure (SMILES): C#C/C=C\C(C)(C)CC

Each atom is followed by the atoms it is bonded to, with distances in Å.
Atoms and positions in Å:
1 C -1.061 -0.904 3.152  C2 1.203, H10 1.054
2 C -0.538 -0.071 2.458  C1 1.203, C3 1.418
3 C -0.051 1.014 1.687  C2 1.418, C4 1.364, H11 1.088
4 C 0.755 0.928 0.591  C3 1.364, C5 1.462, H12 1.085
5 C 0.710 -0.077 -0.470  C4 1.462, C6 1.523, C7 1.528, C8 1.757
6 C 0.400 -1.500 -0.025  C5 1.523, H13 1.090, H14 1.090, H15 1.085
7 C 1.992 -0.058 -1.300  C5 1.528, H16 1.089, H17 1.090, H18 1.090
8 C -0.603 0.443 -1.515  C5 1.757, C9 1.483, H19 1.089, H20 1.088
9 C -1.869 0.685 -0.783  C8 1.483, H21 1.165, H22 1.088, H23 1.087
10 H -1.543 -1.663 3.701  C1 1.054
11 H 0.043 1.920 2.281  C3 1.088
12 H 1.243 1.851 0.296  C4 1.085
13 H 1.158 -1.853 0.675  C6 1.090
14 H 0.394 -2.165 -0.888  C6 1.090
15 H -0.563 -1.572 0.471  C6 1.085
16 H 2.242 0.953 -1.620  C7 1.089
17 H 1.876 -0.678 -2.189  C7 1.090
18 H 2.829 -0.453 -0.723  C7 1.090
19 H -0.225 1.344 -1.996  C8 1.089
20 H -0.668 -0.384 -2.220  C8 1.088
21 H -1.603 1.099 0.273  C9 1.165
22 H -2.523 1.375 -1.313  C9 1.088
23 H -2.395 -0.235 -0.543  C9 1.087

---

The following is a DFT calculation (ωB97M-V/def2-TZVPD) of 2 unconnected molecules or ions with the total composition C9H14 at a distorted geometry.

Relative energy (zero: lowest compared OMol25 entry of this formula, charge and spin) in kJ/mol: 264.09
Strongest force on any atom in hartree/bohr: 0.1086
HOMO level in eV: -8.55
Net charge: 0
Structure (SMILES): Cc1ccccc1.CC

Each atom is followed by the atoms it is bonded to, with distances in Å.
Atoms and positions in Å:
1 C -0.166 -0.301 2.198  C2 1.489, H8 1.062, H9 1.099, H10 1.115
2 C 0.546 0.204 0.993  C1 1.489, C3 1.472, C7 1.436
3 C 1.100 -0.764 0.032  C2 1.472, C4 1.413, H11 1.107
4 C 1.966 -0.349 -1.005  C3 1.413, C5 1.439, H12 1.063
5 C 1.989 1.064 -1.276  C4 1.439, C6 1.406, H13 1.014
6 C 1.613 2.057 -0.355  C5 1.406, C7 1.437, H14 1.063
7 C 0.869 1.588 0.780  C2 1.436, C6 1.437, H15 1.053
8 H -1.061 0.243 2.376  C1 1.062
9 H 0.247 0.286 3.030  C1 1.099
10 H -0.412 -1.377 2.358  C1 1.115
11 H 0.777 -1.775 0.346  C3 1.107
12 H 2.523 -0.911 -1.715  C4 1.063
13 H 2.287 1.635 -2.060  C5 1.014
14 H 1.993 3.008 -0.641  C6 1.063
15 H 0.576 2.382 1.406  C7 1.053
16 C -3.297 -1.817 -0.155  C17 1.540, H18 1.000, H19 1.072, H20 1.222
17 C -2.743 -0.950 -1.301  C16 1.540, H21 1.095, H22 1.165, H23 1.132
18 H -2.655 -2.574 -0.031  C16 1.000
19 H -3.386 -1.242 0.746  C16 1.072
20 H -4.455 -2.097 -0.427  C16 1.222
21 H -2.964 -1.276 -2.322  C17 1.095
22 H -1.591 -0.788 -1.354  C17 1.165
23 H -3.141 0.101 -1.173  C17 1.132